ORCA calculation (the ωB97M-V functional and the def2-TZVPD basis) on a 10-piece molecular cluster, C20H65N5O13S overall in a non-equilibrium geometry.

```
104
Properties=species:S:1:pos:R:3:forces:R:3:mulliken_charge:R:1
O -2.24671 -0.33908 4.06376 -1.7 0.9 2.7 -0.458
H -2.30585 -1.11471 3.46769 -0.2 -2.7 -2.4 0.466
H -1.53552 0.22451 3.70020 2.3 1.0 -1.4 0.275
H -1.84965 -0.73851 4.84458 -0.3 0.1 0.5 0.526
O 0.71477 -1.83177 4.07683 1.5 1.2 1.9 -0.298
H 0.35497 -2.47374 3.42319 -1.3 -3.4 -2.0 0.518
H 0.69490 -0.96169 3.63963 -0.4 1.9 -0.4 0.003
H 0.12731 -1.78316 4.83595 0.0 -0.3 0.2 0.470
O -0.43988 0.14944 0.55095 2.0 0.4 -1.0 1.185
H -0.48368 -0.81880 0.45478 -0.5 -1.5 0.2 0.456
H -0.30267 0.28211 1.50923 0.2 0.6 1.6 0.319
H -1.26913 0.57811 0.27082 -1.7 0.6 0.0 0.352
O -0.10047 0.49160 3.07166 -0.9 0.2 0.8 -0.861
H -0.05279 1.40511 3.40329 0.4 -0.4 -0.4 -0.070
S -1.29059 -3.19623 1.89394 -1.1 -1.8 -1.0 1.130
O -2.20096 -2.38689 2.72855 -1.3 1.0 1.3 -0.900
O -0.65330 -2.25301 0.96700 0.3 0.6 -1.3 -1.223
O -0.19448 -3.67743 2.73697 1.5 0.0 1.7 -0.874
O -1.98470 -4.31392 1.27295 0.4 1.2 0.1 -0.767
C 4.84864 0.57462 3.35993 1.0 -0.6 0.6 -1.662
C 3.36899 0.32970 3.58514 -0.5 0.9 0.2 0.488
C 2.73853 0.97540 4.87135 1.4 -0.5 0.6 -0.348
O 3.54736 0.74459 6.02616 -0.2 -0.8 0.3 -0.462
C 3.47999 -0.60535 6.56812 0.0 1.9 0.5 -0.657
N 2.67028 0.87163 2.45051 -0.5 -0.2 -0.6 -0.369
H 5.21730 0.08724 2.45700 -0.5 -0.1 -0.2 0.413
H 5.48546 0.16058 4.14279 -0.2 0.1 0.3 0.354
H 5.15913 1.61450 3.25251 -0.5 0.2 0.2 0.359
H 3.10703 -0.72819 3.53842 0.5 -0.3 0.4 0.260
H 1.69648 0.72637 5.08496 -0.2 -1.0 -0.2 0.140
H 2.61124 2.05598 4.78692 0.8 0.2 -0.3 0.376
H 3.88445 -1.35766 5.89185 -0.4 -0.1 -0.1 0.296
H 2.48166 -0.74857 6.98516 -0.4 -0.6 -0.7 0.241
H 4.05930 -0.58994 7.49161 0.5 0.1 -0.3 0.273
H 2.81034 1.87284 2.42749 -0.2 0.2 -0.1 0.274
H 1.70180 0.65016 2.65742 -0.2 0.7 -0.8 0.113
C 0.26724 3.87125 -3.23535 0.4 1.5 0.5 -1.355
C 1.20701 3.17530 -2.28545 -1.0 -1.5 0.9 0.276
C 0.37959 2.05620 -1.56567 2.4 0.3 1.0 -0.261
O -0.50332 2.54168 -0.55806 -0.5 0.7 -0.2 -0.062
C 0.02472 3.41887 0.44976 0.3 -0.2 0.0 -1.030
N 2.37953 2.63347 -2.93667 0.4 -0.5 -0.2 -0.706
H -0.43405 4.47410 -2.65662 -0.5 -0.4 0.1 0.304
H -0.26640 3.16422 -3.86952 0.1 0.1 -0.1 0.117
H 0.80356 4.64948 -3.77939 0.1 -0.4 -0.6 0.440
H 1.61721 3.75171 -1.45597 -0.3 0.8 -0.3 0.639
H 1.08765 1.39318 -1.06193 0.5 0.2 0.3 0.146
H -0.00200 1.33016 -2.28518 -1.4 0.5 0.0 0.048
H 0.25305 4.44176 0.14675 -0.5 0.1 -0.6 0.401
H 0.96902 3.11965 0.90989 0.2 -0.8 -0.3 0.326
H -0.67645 3.47351 1.28235 -0.4 -0.2 -0.3 0.162
H 3.04843 2.40390 -2.21333 0.3 0.1 0.1 0.352
H 2.17282 1.72316 -3.32774 -0.2 -0.1 -0.4 0.069
C -4.73405 -0.65882 0.29387 -0.8 -0.6 -0.1 -1.509
C -4.28648 0.77639 0.33326 1.3 0.6 0.0 0.298
C -4.32593 1.45104 1.70266 -0.5 0.6 -1.2 -0.356
O -3.82641 2.80044 1.58828 -0.1 -0.9 0.1 -0.306
C -4.08489 3.48549 2.78930 -0.6 0.9 -0.7 -0.850
N -2.86468 0.84485 -0.10976 -0.6 0.0 -0.6 -0.187
H -5.75673 -0.77609 0.65492 0.1 0.0 0.7 0.447
H -4.03517 -1.34852 0.76807 -0.1 0.1 0.4 0.216
H -4.87267 -1.05445 -0.71349 0.5 0.4 -0.4 0.378
H -4.87458 1.37778 -0.36138 -0.3 0.0 0.1 0.347
H -3.72011 0.85399 2.38495 -0.2 0.1 0.4 -0.050
H -5.37031 1.59331 1.98437 -0.1 -0.7 0.5 0.572
H -3.49826 3.06774 3.60777 0.0 0.4 0.2 0.270
H -5.14967 3.53915 3.02745 -0.3 -1.0 0.3 0.392
H -3.97899 4.55150 2.58431 1.2 0.0 0.2 0.279
H -2.75797 1.70153 -0.63766 0.3 0.4 0.2 0.110
H -2.77110 0.15183 -0.84439 0.0 -0.2 -0.4 -0.172
C 2.54623 -2.95617 -0.53684 1.6 -0.4 -0.4 -1.719
C 1.91135 -1.90133 -1.43133 0.7 -0.5 2.3 1.469
C 2.67819 -1.67641 -2.73372 -1.1 -0.9 -0.7 -0.972
O 4.01200 -1.17496 -2.66309 -1.1 1.6 -0.5 -0.334
C 4.26660 -0.37789 -3.86975 0.5 -1.1 0.6 -0.764
N 0.52910 -2.39329 -1.52001 -0.4 1.0 -1.6 0.108
H 1.93865 -3.23818 0.32230 -0.1 0.2 -0.1 0.405
H 3.54947 -2.71553 -0.18157 0.1 0.1 0.0 0.327
H 2.65946 -3.81483 -1.20130 0.1 -0.5 0.3 0.448
H 1.94923 -0.99344 -0.82644 -0.4 0.5 -0.3 -0.378
H 2.05053 -1.09877 -3.41539 0.0 0.7 0.2 0.241
H 2.66448 -2.63323 -3.26245 0.4 -0.5 0.0 0.389
H 3.46551 0.27156 -4.22343 -0.5 -0.3 0.4 0.307
H 4.48484 -1.12391 -4.63465 0.1 0.3 -0.4 0.345
H 5.11448 0.29354 -3.73732 0.2 -0.4 0.4 0.264
H 0.17206 -2.48962 -0.57504 -0.1 0.4 0.1 -0.228
H 0.52698 -3.36972 -1.78668 0.2 -0.2 -0.6 0.403
C -2.17537 0.30330 -4.80621 0.3 0.2 0.0 -1.507
C -2.41403 -1.00792 -4.05690 -1.1 0.1 -0.5 -0.026
C -1.64413 -2.22847 -4.55178 -1.2 1.3 -0.3 -0.115
O -2.01919 -2.49452 -5.91253 0.7 0.1 1.5 -0.369
C -1.01541 -3.22868 -6.54866 0.1 0.1 -1.3 -0.769
N -2.17234 -0.83877 -2.63948 -0.1 0.1 0.6 -0.093
H -2.61852 0.37665 -5.79921 0.1 -0.5 -0.1 0.447
H -1.10642 0.50612 -4.89225 0.2 0.0 -0.1 0.222
H -2.59225 1.15619 -4.26957 -0.1 -0.2 0.3 0.342
H -3.47118 -1.25755 -4.16248 -0.2 0.1 0.0 0.390
H -1.93573 -3.03578 -3.87891 0.4 -0.4 -0.2 0.389
H -0.61110 -1.91646 -4.38705 0.5 -0.7 -0.5 0.020
H -0.06139 -2.69952 -6.51921 0.2 0.0 0.2 0.315
H -1.30811 -3.26372 -7.59854 0.0 -0.2 -0.1 0.281
H -0.87932 -4.25273 -6.19784 -0.1 0.0 0.3 0.302
H -1.18563 -0.94438 -2.43559 0.4 -0.1 0.0 -0.460
H -2.57819 -1.63621 -2.16679 -0.1 -0.2 0.2 0.240
```
Positions in Å, forces in eV/Å.

Properties
- Net charge: 0
- Multiplicity: 1

---

ORCA calculation (the ωB97M-V functional and the def2-TZVPD basis) on a 22-piece molecular cluster, C32H116N8O22 overall in a non-equilibrium geometry.

```
178
Properties=species:S:1:pos:R:3:forces:R:3:mulliken_charge:R:1
O -1.33848 -5.62722 -1.12113 0.8 -1.4 0.7 -0.761
H -1.68350 -4.73437 -1.11783 -0.5 1.0 -0.5 0.536
H -1.64077 -5.99825 -1.95010 0.0 0.0 -0.1 0.297
O -1.36217 -2.02332 1.02763 0.0 -0.2 -0.6 0.525
H -1.23000 -2.46003 1.86909 0.1 -0.5 0.4 -0.175
H -1.70649 -1.16008 1.25673 -0.3 0.7 0.3 -0.027
O 0.78159 2.78357 0.04993 0.2 -0.1 0.8 -0.392
H 0.96887 3.32324 -0.71813 -0.1 0.5 -1.1 -0.121
H 0.55001 1.92707 -0.30927 -0.2 -0.8 -0.3 0.061
O 0.79424 -4.23208 0.67978 0.6 0.0 -0.3 -0.532
H 0.55837 -3.88371 1.53957 0.0 0.2 0.4 0.334
H 0.02242 -4.72449 0.40038 -0.2 -0.3 -0.5 0.122
O 3.50576 1.76285 0.50371 0.5 0.1 0.0 -0.578
H 2.65196 2.12669 0.26945 -0.8 0.2 -0.1 0.356
H 4.08034 2.52516 0.57413 0.3 0.0 0.0 0.243
O 1.88144 -2.48778 -1.28857 0.4 0.6 -0.1 0.426
H 1.87043 -3.05379 -2.06042 0.0 -0.2 -0.7 -0.061
H 1.54161 -3.03783 -0.58274 -0.3 -0.6 0.7 -0.041
O -0.56091 -3.92952 3.02209 0.0 -0.1 -0.5 -0.651
H -0.89724 -4.79605 2.79351 -0.1 -0.3 -0.2 0.246
H -0.59358 -3.90401 3.97839 -0.2 0.4 0.7 0.232
O 4.14381 -3.31282 2.37775 -0.1 -0.4 0.2 -0.565
H 3.75180 -3.56074 1.54043 -0.3 0.0 -0.4 0.225
H 4.93738 -3.84464 2.43803 0.2 -0.3 0.1 0.253
O 2.99913 -0.73845 1.08812 0.0 -1.2 0.0 -0.688
H 2.21552 -0.39065 1.51381 -0.2 0.1 0.0 -0.003
H 3.42062 0.02757 0.69850 0.0 0.8 -0.2 0.378
O 0.63255 -0.27397 -0.23742 -0.5 1.2 0.3 0.453
H 1.24538 -0.99158 -0.39775 0.5 -0.5 -0.4 -0.576
H -0.02068 -0.64432 0.35617 -0.5 -0.4 0.1 0.012
O 5.43088 -1.87366 0.03321 0.5 -0.3 -0.2 -0.645
H 4.65580 -1.56591 0.50307 -0.4 0.1 0.4 0.481
H 5.89337 -2.42240 0.66664 0.2 0.1 0.2 0.312
O 0.71028 2.67680 2.75618 -0.2 -0.4 0.9 -0.580
H 0.60716 2.56404 1.81125 0.2 0.3 -0.7 0.335
H 0.78471 3.62326 2.87822 0.0 0.2 0.0 0.315
O -1.63540 0.56727 1.94572 0.6 -1.1 -0.2 0.157
H -0.77083 0.80632 2.27977 0.3 0.1 0.2 -0.030
H -2.13488 1.38355 1.96665 -0.6 0.6 0.1 0.359
O 4.66053 -1.22367 -2.40709 -0.1 0.3 -1.0 -0.695
H 5.35421 -1.20794 -1.74770 0.1 -0.2 0.4 0.328
H 3.84890 -1.25793 -1.90081 -0.3 -0.1 0.4 0.090
C -2.29917 3.73421 -1.96473 -0.3 -1.6 0.8 -0.831
C -2.51823 5.20044 -2.09411 0.4 0.4 1.9 0.557
C -1.81917 5.91719 -0.85619 -0.3 1.3 -1.2 0.254
O -2.00182 7.35524 -0.92531 -0.1 -0.4 0.6 -0.458
C -1.72943 7.99703 0.32608 -1.1 0.0 -0.4 -0.641
N -1.89360 5.56211 -3.32134 1.1 1.5 -1.3 -0.521
H -1.32227 3.49934 -1.54210 0.1 0.1 -0.1 -0.179
H -2.36408 3.24936 -2.93880 -0.1 0.0 0.0 0.293
H -3.02383 3.24863 -1.31114 -0.2 0.0 0.1 0.259
H -3.58859 5.39976 -2.14617 -0.1 0.3 0.5 0.453
H -0.73623 5.80180 -0.90114 0.2 -0.8 -0.2 0.037
H -2.13531 5.59544 0.13610 -0.4 -0.4 -0.2 -0.273
H -2.16054 7.43134 1.15205 0.2 -0.5 0.2 0.227
H -2.33749 8.90128 0.35267 0.4 0.3 -0.3 0.304
H -0.68128 8.21713 0.52864 0.1 -0.1 -0.2 0.208
H -2.56227 5.76359 -4.05099 -0.2 -0.3 -0.1 0.223
H -1.39035 6.43326 -3.23228 0.1 0.3 0.1 0.178
C -4.97692 -2.72174 4.52975 -0.1 0.6 -0.7 -1.282
C -3.65203 -3.24786 4.99356 2.8 0.1 2.2 0.569
C -2.52650 -2.11778 5.21948 -1.2 -0.7 -1.4 0.065
O -1.24537 -2.71741 5.34619 0.1 0.4 -0.5 -0.576
C -0.21112 -1.72932 5.36517 0.5 -0.7 0.8 -0.825
N -3.74442 -3.93853 6.28030 -1.7 -0.2 -0.1 -0.780
H -5.79355 -3.42914 4.38550 0.4 -0.5 0.1 0.432
H -4.78240 -2.26239 3.56060 -0.2 0.1 -0.2 0.132
H -5.40201 -1.93877 5.15773 0.3 0.0 0.3 0.394
H -3.22073 -3.98907 4.32074 -0.1 0.3 -0.6 0.085
H -2.61493 -1.51105 6.12067 -0.9 0.0 0.1 0.493
H -2.62748 -1.48172 4.34008 0.7 0.4 -0.2 -0.310
H 0.69416 -2.27112 5.63908 0.1 0.0 -0.1 0.375
H -0.35966 -1.00137 6.16275 -0.3 0.2 0.0 0.527
H -0.02132 -1.20035 4.43122 -0.4 -0.1 -0.3 0.139
H -2.88486 -4.02644 6.80331 0.2 0.2 -0.3 0.277
H -4.38601 -3.33072 6.76919 0.0 -0.3 1.0 0.307
C 3.55795 -5.61368 -2.78062 1.4 -1.4 0.1 -1.398
C 3.78508 -4.84535 -4.04977 -0.6 1.5 0.2 0.428
C 3.20751 -5.38155 -5.36440 0.4 -0.1 2.4 -0.811
O 3.45913 -4.51211 -6.42042 1.3 0.0 -1.5 -0.429
C 2.76010 -3.32681 -6.71128 -2.0 -0.4 0.8 -0.791
N 3.23988 -3.51509 -3.77663 -1.4 -0.3 -0.7 -0.048
H 3.91465 -6.64194 -2.84020 -0.2 -0.3 -0.3 0.452
H 2.55321 -5.65135 -2.35971 0.0 0.5 -0.2 0.253
H 4.30613 -5.20226 -2.10308 -0.5 0.3 0.6 0.343
H 4.83753 -4.61503 -4.21525 0.5 -1.0 0.0 0.287
H 2.18956 -5.70268 -5.14357 -0.6 0.5 -0.6 0.359
H 3.76788 -6.31123 -5.46318 0.1 0.0 -1.0 0.312
H 2.79401 -3.00307 -7.75154 0.6 -0.6 -0.1 0.326
H 2.96142 -2.45651 -6.08666 0.6 0.0 -0.1 0.284
H 1.71033 -3.52970 -6.49932 -0.4 0.1 -0.1 0.404
H 3.44561 -3.01428 -4.62924 0.2 0.9 1.0 -0.002
H 3.63308 -3.10883 -2.93970 0.6 0.3 -0.4 0.142
C -5.14580 0.71465 4.41559 0.1 1.1 -1.7 -0.904
C -5.49408 1.83042 3.34122 0.2 -0.4 0.9 0.302
C -4.63286 1.83877 2.00728 -2.8 -0.5 1.2 -0.572
O -3.39705 2.39101 2.19818 1.1 1.6 -0.3 -0.530
C -3.33851 3.83169 2.19395 0.9 -0.2 -0.3 -1.117
N -6.95599 1.77174 3.09869 1.2 -0.1 -0.2 -0.782
H -5.65454 -0.20177 4.11649 0.2 0.0 0.2 0.072
H -5.44464 1.02798 5.41590 -0.2 0.0 -0.2 0.366
H -4.06165 0.60190 4.41534 0.0 -0.4 0.0 0.221
H -5.25210 2.74283 3.88624 -0.2 0.4 -0.3 0.266
H -5.20513 2.38999 1.26111 -0.1 0.4 -0.1 0.338
H -4.62057 0.82799 1.59950 0.8 -0.2 0.1 0.084
H -3.53583 4.34369 1.25213 -1.0 -0.7 -0.5 0.381
H -2.27748 4.07784 2.23559 0.1 -0.2 1.0 0.320
H -3.93896 4.28716 2.98141 0.2 -0.1 0.1 0.282
H -7.06383 0.88102 2.63490 -0.5 -0.5 0.0 0.300
H -7.16912 2.42733 2.36054 -0.3 0.4 -0.1 0.308
C -1.16035 -0.55186 -3.82856 0.4 0.0 -1.4 -0.757
C 0.22498 -0.00823 -4.24214 -0.8 -1.3 0.9 1.112
C 0.20461 1.09853 -5.33886 -0.3 -1.5 0.2 -0.792
O -0.61922 0.69016 -6.43140 -0.6 0.8 0.6 -0.444
C -0.12821 -0.25686 -7.36564 -0.7 0.5 1.2 -0.578
N 0.89544 0.36646 -3.00895 1.8 0.8 -0.3 0.003
H -1.14399 -1.39668 -3.13999 0.7 0.5 0.4 -0.372
H -1.56611 -1.03904 -4.71519 -0.8 0.6 -0.2 0.593
H -1.73553 0.27589 -3.41371 -0.4 -0.3 -0.2 0.048
H 0.77940 -0.87453 -4.60302 0.0 -0.1 -0.7 -0.080
H 1.19626 1.31155 -5.73806 0.4 0.0 0.3 0.434
H -0.18737 2.01259 -4.89282 -0.3 0.1 -0.3 0.068
H -1.00218 -0.38538 -8.00419 0.5 0.0 -0.6 0.278
H 0.02374 -1.22305 -6.88452 0.5 -0.2 0.0 0.177
H 0.77229 0.15942 -7.81722 0.0 -0.4 -0.5 0.291
H 0.54577 -0.00467 -2.13711 -1.0 0.0 -0.1 -0.022
H 1.74905 -0.16925 -3.07572 0.8 0.6 0.3 0.108
C 2.34085 4.96550 -4.52657 0.3 -0.4 1.0 -1.594
C 2.14638 4.51369 -3.03710 -2.5 -0.4 0.1 0.098
C 1.87495 5.68617 -2.06779 2.1 0.9 -0.8 -0.375
O 3.03284 6.51791 -2.04104 1.1 -0.3 -0.2 -0.426
C 2.84323 7.84807 -1.59844 -1.0 -1.1 -0.3 -0.486
N 0.89132 3.70103 -2.78048 1.3 0.7 0.4 0.404
H 2.46291 4.09365 -5.16927 0.0 -0.1 0.1 0.379
H 3.24471 5.56758 -4.61953 0.0 0.1 0.1 0.401
H 1.50244 5.53756 -4.92395 -0.2 0.0 0.3 0.292
H 2.94726 3.85431 -2.70258 0.3 0.4 0.0 0.466
H 1.70755 5.41204 -1.02619 -0.5 -0.5 -0.1 0.401
H 1.06860 6.29312 -2.47952 -0.6 -0.2 0.1 0.322
H 1.92225 7.80986 -1.01669 -0.1 0.7 0.4 0.098
H 2.66915 8.44764 -2.49192 0.2 0.6 0.2 0.260
H 3.67114 8.18024 -0.97207 0.0 0.0 -0.3 0.257
H 0.03844 4.17657 -3.03849 0.0 -0.2 -0.5 -0.085
H 0.93652 2.71551 -2.99681 0.0 -0.2 -0.4 -0.241
C -4.46307 -4.36112 -0.70741 -1.3 -0.8 0.7 -1.637
C -3.97809 -3.26396 -1.61964 0.3 0.4 0.3 0.453
C -4.47106 -1.84566 -1.22445 0.0 -0.4 0.2 -0.602
O -3.77917 -0.84641 -1.97015 -0.4 -0.9 0.5 -0.158
C -4.04247 0.49951 -1.61171 -0.6 -0.1 -1.4 -0.875
N -2.49978 -3.27708 -1.58136 -1.1 1.1 -0.5 -0.306
H -4.19691 -4.24828 0.34355 0.6 0.3 0.0 0.191
H -4.15294 -5.36092 -1.01123 0.5 0.2 -0.2 0.380
H -5.54009 -4.50063 -0.61432 -0.4 0.5 -0.5 0.441
H -4.24616 -3.46017 -2.65778 -0.3 -0.1 0.0 0.434
H -4.29855 -1.69004 -0.15950 0.3 -0.1 0.4 0.140
H -5.55528 -1.79062 -1.32209 -0.3 0.2 -0.5 0.500
H -5.04004 0.66051 -1.20301 0.0 -0.3 0.6 0.538
H -4.14095 0.95538 -2.59689 0.4 0.7 0.1 0.439
H -3.26498 0.98351 -1.02065 0.1 -0.3 0.1 0.042
H -2.33749 -2.66244 -2.36621 1.0 0.0 -0.3 0.267
H -2.30269 -2.65848 -0.80768 0.7 0.0 0.6 -0.143
C 3.28204 -0.39835 4.82218 -1.0 0.9 2.6 -1.512
C 4.76589 -0.55272 4.60239 -0.9 -0.2 -0.8 0.624
C 5.47933 -1.79041 5.32361 -0.4 1.3 0.5 -0.879
O 5.78946 -1.38022 6.66995 -1.1 1.1 -1.4 -0.313
C 6.57739 -2.19318 7.47915 -0.4 0.7 -0.4 -0.755
N 4.79993 -0.66352 3.17626 2.2 -1.5 -1.9 -0.508
H 2.77755 0.28774 4.14183 0.4 -0.2 -0.7 0.384
H 3.12125 0.18807 5.72681 -0.3 -0.5 0.9 0.505
H 2.71578 -1.32866 4.86655 0.2 -0.1 0.0 0.212
H 5.21484 0.42395 4.78311 0.6 -0.4 1.0 0.446
H 6.33544 -2.14311 4.74847 0.7 0.6 0.0 0.461
H 4.88855 -2.70473 5.37930 -0.9 0.1 -0.1 0.336
H 6.58522 -1.65499 8.42698 0.3 -0.3 0.1 0.226
H 7.56736 -2.18084 7.02318 0.4 -0.8 0.4 0.309
H 6.07963 -3.15374 7.61204 0.5 -0.5 0.0 0.293
H 4.50083 -1.59388 2.92117 0.1 -0.1 -0.2 0.210
H 4.14018 -0.10136 2.65780 0.2 0.4 0.7 0.107
```
Positions in Å, forces in eV/Å.

Properties
- Net charge: 0
- Relative energy (zero: lowest compared OMol25 entry of this formula, charge and spin): 18.0 kcal per mole
- Multiplicity: 1

---

ORCA calculation (the ωB97M-V functional and the def2-TZVPD basis) on CBrClIO4S as an isolated structure in a non-equilibrium geometry.

```
9
Properties=species:S:1:pos:R:3:forces:R:3:mulliken_charge:R:1
C -0.40208 -0.60807 -2.81367 -0.9 0.7 0.1 0.696
O 0.36484 -1.42934 -2.95216 2.3 -2.3 -0.3 -0.342
O -1.03293 -1.34915 0.89729 -0.3 -1.2 -2.2 -0.451
O 0.04821 0.45278 2.09037 -0.7 -1.2 0.9 -0.546
O -1.20284 0.20092 -2.72869 -1.4 1.6 0.2 -0.353
S -0.81965 -0.76570 2.17396 -0.2 2.8 1.3 0.444
Cl 0.77244 2.01255 0.69870 0.7 1.0 -1.0 0.110
Br 0.53311 -2.27903 3.30707 0.9 -0.9 0.6 -0.407
I 1.73890 3.76503 -0.67287 -0.3 -0.5 0.4 -0.150
```
Positions in Å, forces in eV/Å.

Properties
- Net charge: -1
- Relative energy (zero: lowest compared OMol25 entry of this formula, charge and spin): 0.0 kcal per mole
- Multiplicity: 1

---

no.,calculated total energy (hartree),LUMO (eV)
1,-2450.87763,-1.0
2,-3381.87615,0.2
3,-4069.27613,1.9